ORCA calculation (ωB97M-V/def2-TZVPD) on a structure of composition C15H26Cl2O2SiW.

Last column: Mulliken spin population.
Geometry (Å):
C 0.30 -1.17 -1.99  0.0410
C 1.15 -0.01 -2.13  -0.1239
C 0.32 1.15 -2.15  0.3305
C 2.64 0.00 -2.36  -0.0079
C -1.04 0.73 -2.08  -0.1439
C -1.07 -0.71 -1.95  0.0319
C -2.29 -1.56 -1.87  -0.0277
C 0.75 -2.60 -1.95  -0.0079
C 0.80 2.55 -2.44  0.0221
C -2.23 1.64 -2.20  -0.0096
W 0.01 -0.06 0.08  1.7252
Cl 4.87 1.48 0.80  0.0012
Cl 2.19 -0.67 0.60  0.0367
O -1.78 0.83 0.55  0.0137
H 3.08 -0.95 -2.03  0.0020
H 3.12 0.80 -1.79  -0.0019
H 2.87 0.14 -3.43  -0.0007
H 1.77 2.73 -1.98  0.0049
H 0.07 3.27 -2.07  0.0028
H 0.91 2.74 -3.52  0.0032
H -2.05 2.58 -1.67  -0.0005
H -3.12 1.15 -1.79  0.0020
H -2.42 1.90 -3.26  -0.0010
H -3.08 -1.02 -1.33  0.0024
H -2.06 -2.49 -1.34  -0.0008
H -2.66 -1.79 -2.88  -0.0028
H 1.72 -2.69 -1.44  0.0012
H 0.86 -2.98 -2.97  0.0009
H 0.01 -3.20 -1.42  -0.0054
H -1.70 1.53 1.25  0.0011
O -0.57 -1.81 0.89  0.0389
H -1.44 -1.56 1.27  0.0204
C -1.52 0.88 5.79  0.0011
Si 0.00 0.00 5.29  -0.0072
C 1.52 0.88 5.79  0.0017
C 0.00 -1.76 5.79  0.0048
C 0.00 0.01 3.46  0.1458
C 0.05 0.06 2.22  -0.0977
H -1.55 0.90 6.89  0.0001
H -2.44 0.39 5.44  0.0001
H -1.56 1.91 5.44  -0.0002
H 1.56 0.90 6.89  0.0002
H 2.44 0.39 5.44  -0.0006
H 1.56 1.91 5.44  0.0001
H -0.88 -2.31 5.44  0.0019
H 0.88 -2.31 5.44  0.0015
H 0.00 -1.79 6.88  -0.0001

- gap between HOMO and LUMO (spin up / spin down) (eV) = 5.244 / 5.845
- 2S+1 = 3
- total charge = -2

ORCA calculation (ωB97M-V/def2-TZVPD) on a cluster of 3 separate species, C30H20O6S in total.

Last column: Löwdin charge in e.
Geometry (Å):
O -0.65 6.39 0.35  0.1061
C -0.73 5.37 1.00  -0.2777
C -1.16 4.09 0.37  -0.0841
C -1.47 4.07 -0.98  0.0000
C -1.84 2.88 -1.59  -0.0506
C -1.91 1.71 -0.85  -0.0485
C -1.62 1.73 0.51  0.0005
C -1.25 2.92 1.12  -0.0841
C -0.97 2.93 2.58  -0.2760
O -1.10 1.92 3.25  0.0876
C -0.51 4.20 3.21  -0.0828
C -0.20 4.22 4.57  -0.0009
C 0.25 5.38 5.15  -0.0566
C 0.41 6.54 4.39  -0.0563
C 0.09 6.53 3.04  -0.0008
C -0.38 5.36 2.45  -0.0822
H -1.41 4.98 -1.57  0.1206
H -2.07 2.86 -2.65  0.1085
H -2.18 0.78 -1.33  0.1038
H -1.68 0.81 1.09  0.1187
H -0.32 3.32 5.16  0.1187
H 0.50 5.39 6.21  0.1077
H 0.77 7.45 4.85  0.1076
H 0.20 7.43 2.45  0.1209
O 1.13 -5.84 -5.08  0.1075
C 0.75 -4.79 -4.60  -0.2775
C 0.66 -4.61 -3.13  -0.0826
C 1.04 -5.65 -2.29  0.0001
C 1.00 -5.48 -0.92  -0.0543
C 0.57 -4.27 -0.37  -0.0544
C 0.18 -3.24 -1.21  -0.0015
C 0.21 -3.40 -2.59  -0.0831
C -0.23 -2.29 -3.47  -0.2756
O -0.67 -1.26 -2.99  0.0935
C -0.13 -2.46 -4.94  -0.0827
C -0.50 -1.42 -5.78  -0.0022
C -0.38 -1.56 -7.15  -0.0568
C 0.13 -2.73 -7.69  -0.0558
C 0.49 -3.78 -6.86  -0.0002
C 0.36 -3.65 -5.48  -0.0822
H 1.37 -6.59 -2.71  0.1212
H 1.30 -6.29 -0.26  0.1086
H 0.55 -4.14 0.70  0.1083
H -0.15 -2.30 -0.78  0.1175
H -0.89 -0.50 -5.36  0.1190
H -0.67 -0.74 -7.80  0.1075
H 0.24 -2.83 -8.77  0.1079
H 0.88 -4.70 -7.29  0.1212
C 2.61 -1.51 6.06  -0.0878
O 1.71 -2.31 6.82  -0.0957
C 0.45 -2.31 6.32  -0.8680
O -0.02 -3.30 5.93  0.0958
S -0.57 -0.80 6.30  0.7980
H 2.78 -1.90 5.04  0.0996
H 2.31 -0.45 6.00  0.0774
H 3.58 -1.53 6.58  0.0949
H -0.86 -0.60 4.98  -0.1175

- gap between HOMO and LUMO (eV) = 8.575
- total charge = 0
- SMILES = O=C1c2ccccc2C(=O)c2ccccc21.O=C1c2ccccc2C(=O)c2ccccc21.COC(=O)S

ORCA calculation (ωB97M-V/def2-TZVPD) on a cluster of 2 separate species, C20H26N in total.

Last column: Löwdin charge in e.
Geometry (Å):
C 2.40 3.82 -3.84  -0.0241
C 1.65 3.31 -2.65  -0.2201
C 2.30 3.17 -1.42  -0.0068
C 1.63 2.67 -0.32  0.0194
C 0.25 2.29 -0.40  -0.1844
C -0.31 1.71 0.77  0.0930
C -1.60 1.14 0.98  -0.2007
C -2.00 0.92 2.33  -0.0087
C -3.26 0.42 2.64  -0.0406
C -4.17 0.15 1.61  -0.0131
C -3.79 0.32 0.27  -0.0397
C -2.51 0.75 -0.05  -0.0017
C -0.43 2.56 -1.62  0.0243
C 0.28 2.98 -2.74  0.0025
H 1.80 3.73 -4.75  0.0868
H 2.68 4.87 -3.72  0.1063
H 3.34 3.26 -3.99  0.1010
H 3.36 3.45 -1.34  0.1353
H 2.14 2.56 0.63  0.1300
H 0.30 1.79 1.66  0.1380
H -1.30 1.18 3.13  0.1274
H -3.54 0.26 3.69  0.1245
H -5.18 -0.20 1.86  0.1253
H -4.52 0.13 -0.52  0.1237
H -2.19 0.77 -1.09  0.1106
H -1.51 2.46 -1.68  0.1115
H -0.21 3.08 -3.71  0.1308
C -1.13 -2.80 0.71  -0.0324
C 0.33 -2.56 1.13  -0.5896
C 0.36 -2.23 2.62  -0.0407
C 1.22 -3.80 0.83  -0.1159
C 1.93 -3.49 -0.49  -0.1509
C 1.92 -1.95 -0.61  -0.2200
N 0.94 -1.52 0.33  -0.0177
H -1.53 -3.65 1.27  0.0878
H -1.73 -1.91 0.95  0.0561
H -1.20 -2.99 -0.36  0.0903
H -0.03 -3.09 3.18  0.0920
H 1.40 -2.05 2.93  0.0869
H -0.25 -1.35 2.85  0.0583
H 1.97 -3.88 1.63  0.1139
H 0.65 -4.73 0.80  0.1182
H 2.95 -3.89 -0.52  0.1084
H 1.36 -3.92 -1.32  0.1076
H 2.91 -1.55 -0.34  0.1036
H 1.71 -1.63 -1.64  0.1057
H 0.59 -0.57 0.35  0.0880

- gap between HOMO and LUMO (eV) = 4.564
- total charge = +1
- energy relative to the best compared isomer or geometry (same formula, charge and spin) (kJ/mol) = 0.0

ORCA calculation (ωB97M-V/def2-TZVPD) on the molecule C4H4.

Last column: Löwdin charge in e.
Geometry (Å):
C 0.49 0.75 -0.26  -0.4162
C 1.81 1.03 -0.42  0.1233
C -0.17 -0.93 0.06  -0.0219
C -0.93 0.17 -0.44  -0.0684
H 0.59 1.65 0.60  0.1645
H 0.50 -1.47 -0.54  0.0685
H -0.40 -1.57 0.84  0.0587
H -1.87 0.37 0.15  0.0916

- gap between HOMO and LUMO (eV) = 7.792
- total charge = 0
- energy relative to the best compared isomer or geometry (same formula, charge and spin) (kJ/mol) = 557.3

ORCA calculation (ωB97M-V/def2-TZVPD) on a structure of composition C4H6BrIO3S.

Last column: Mulliken spin population.
Geometry (Å):
C 0.35 -0.70 0.81  -0.0231
C 0.19 -1.68 1.93  -0.0015
C -0.63 0.16 -2.15  0.0266
C -0.36 0.50 0.81  0.0415
O 1.09 -0.87 -0.17  0.0310
O 1.28 1.72 -1.20  0.2837
O -1.00 2.33 -0.83  0.0175
S -0.22 1.23 -0.76  0.0320
Br -1.69 1.17 1.90  0.0027
I 2.76 1.81 0.13  1.5927
H 0.18 -1.19 2.90  -0.0006
H 1.13 -2.39 1.82  -0.0004
H -0.74 -2.30 1.80  0.0000
H -0.84 -0.82 -1.77  -0.0002
H -1.60 0.74 -2.33  -0.0057
H 0.07 0.28 -2.89  0.0038

- gap between HOMO and LUMO (spin up / spin down) (eV) = 8.284 / 5.029
- 2S+1 = 3
- total charge = 0

ORCA calculation (ωB97M-V/def2-TZVPD) on a structure of composition C32H79CaN4O12.

Last column: Mulliken spin population.
Geometry (Å):
Ca 1.06 -2.50 3.74  0.0000
C -1.13 -1.19 0.24  0.0001
C -0.41 -1.87 1.33  0.0000
O 0.87 -1.91 1.35  -0.0001
O -0.97 -2.32 2.37  0.0000
H -2.12 -1.62 0.09  0.0000
H -0.55 -1.09 -0.68  0.0001
H -1.30 -0.15 0.52  0.0000
C 2.69 -0.47 -1.86  0.0026
O 3.09 0.68 -2.59  0.0053
C 3.38 0.55 -3.96  0.0282
C 3.79 2.01 -4.27  0.0286
N 2.66 2.94 -4.08  0.7337
C 2.84 4.27 -4.57  0.0559
C 1.66 5.23 -4.41  0.0301
O 1.64 5.76 -3.11  0.0094
C 0.57 6.77 -2.94  0.0001
H 2.70 -0.17 -0.81  -0.0002
H 3.40 -1.29 -1.97  -0.0005
H 1.73 -0.80 -2.25  -0.0010
H 2.57 0.25 -4.61  0.0025
H 4.25 -0.10 -4.05  -0.0042
H 4.19 2.18 -5.27  0.0084
H 4.73 2.20 -3.76  0.0451
H 2.54 2.85 -3.08  -0.0137
H 3.28 4.29 -5.57  0.0109
H 3.60 4.76 -3.97  0.0676
H 0.74 4.68 -4.60  -0.0060
H 1.72 5.97 -5.21  -0.0017
H 0.38 7.37 -3.83  -0.0006
H 0.84 7.45 -2.14  0.0001
H -0.37 6.21 -2.84  0.0006
C -1.11 -0.40 5.33  0.0000
O -0.20 -1.46 5.42  0.0000
C 0.32 -1.77 6.66  0.0000
C 0.79 -3.19 7.01  0.0000
N 1.52 -3.73 5.83  0.0000
C 1.40 -5.18 5.56  0.0000
C -0.04 -5.59 5.08  0.0000
O -0.48 -4.67 4.08  0.0000
C -1.27 -5.20 3.03  0.0000
H -1.96 -0.57 5.98  0.0000
H -1.54 -0.24 4.34  0.0000
H -0.67 0.53 5.68  0.0000
H -0.42 -1.63 7.45  0.0000
H 1.05 -0.98 6.83  0.0000
H -0.03 -3.81 7.39  0.0000
H 1.49 -3.14 7.85  0.0000
H 2.49 -3.56 6.05  0.0000
H 1.59 -5.74 6.47  0.0000
H 2.18 -5.55 4.89  0.0000
H -0.80 -5.73 5.86  0.0000
H 0.08 -6.60 4.68  0.0000
H -1.83 -6.06 3.41  0.0000
H -0.77 -5.49 2.11  0.0000
H -2.16 -4.62 2.82  0.0000
C 2.17 -5.20 2.05  0.0000
O 2.53 -4.00 2.77  0.0000
C 3.82 -3.48 2.41  0.0000
C 3.82 -2.05 2.96  0.0000
N 3.23 -1.86 4.29  0.0000
C 3.34 -0.53 4.87  0.0000
C 2.43 0.50 4.11  0.0000
O 1.14 0.21 3.57  0.0000
C 0.66 1.42 2.95  0.0000
H 1.34 -5.80 2.40  0.0000
H 2.99 -5.91 2.20  0.0000
H 2.15 -4.99 0.98  0.0000
H 3.97 -3.48 1.33  0.0000
H 4.64 -4.08 2.79  0.0000
H 3.44 -1.29 2.28  0.0000
H 4.83 -1.74 3.23  0.0000
H 3.84 -2.33 4.94  0.0000
H 4.36 -0.16 4.82  0.0000
H 2.94 -0.65 5.88  0.0000
H 3.13 0.75 3.31  0.0000
H 2.46 1.34 4.80  0.0000
H 0.24 2.10 3.70  0.0000
H -0.11 1.20 2.21  0.0000
H 1.36 1.82 2.22  0.0000
C -2.08 5.00 -7.45  -0.0001
O -2.47 3.73 -6.89  -0.0001
C -3.87 3.67 -6.58  0.0000
C -4.12 2.46 -5.57  0.0000
N -3.40 2.75 -4.37  0.0000
C -3.42 1.62 -3.45  0.0004
C -2.42 1.93 -2.35  -0.0002
O -0.99 2.08 -2.67  -0.0006
C -0.28 1.02 -3.17  -0.0110
H -2.44 5.26 -8.44  0.0000
H -1.00 5.12 -7.51  0.0001
H -2.45 5.75 -6.76  0.0000
H -4.46 3.59 -7.49  0.0000
H -4.35 4.55 -6.14  0.0000
H -3.73 1.51 -5.93  0.0000
H -5.18 2.41 -5.32  0.0000
H -2.49 2.97 -4.75  -0.0003
H -3.26 0.65 -3.91  -0.0002
H -4.39 1.64 -2.96  0.0001
H -2.46 1.10 -1.65  0.0004
H -2.60 2.84 -1.76  0.0002
H -0.51 0.90 -4.23  -0.0041
H -0.39 0.04 -2.70  -0.0031
H 0.74 1.39 -3.19  0.0174
C -3.52 2.76 3.91  0.0000
C -3.62 3.56 2.53  0.0000
C -3.94 2.56 1.37  0.0000
O -4.58 4.65 2.62  0.0000
H -3.14 3.47 4.64  0.0000
H -3.05 1.77 3.82  0.0000
H -4.54 2.50 4.19  0.0000
H -2.67 3.99 2.21  0.0000
H -5.00 2.28 1.37  0.0000
H -3.39 1.63 1.24  0.0000
H -3.86 3.04 0.40  0.0000
H -5.35 4.23 2.23  0.0000
C -0.86 -2.96 -5.03  -0.0003
C -1.15 -3.56 -3.66  0.0001
C 0.03 -3.37 -2.71  -0.0002
O -2.20 -2.82 -3.18  0.0000
H -0.33 -2.03 -4.82  -0.0001
H -1.60 -2.82 -5.81  0.0000
H -0.14 -3.64 -5.50  0.0000
H -1.31 -4.64 -3.68  0.0000
H 0.19 -2.30 -2.60  -0.0002
H 0.91 -3.80 -3.19  0.0000
H -0.22 -3.70 -1.69  0.0000
H -3.05 -3.15 -3.49  0.0000

- gap between HOMO and LUMO (spin up / spin down) (eV) = 8.373 / 3.221
- 2S+1 = 2
- total charge = +2

no.,largest force on an atom (eV/A),E_tot (hartree)
1,3.682,-2014.65756
2,2.962,-2004.86009
3,0.902,-832.18131
4,3.699,-154.50822
5,7.377,-3651.41125
6,4.242,-3065.44657